# C22H60LiN3O10

C22H60LiN3O10 as an isolated structure (the ωB97M-V functional and the def2-TZVPD basis, the Open Molecules 2025 dataset).

Results
frontier orbital gap: 0.2056 hartree
E: -48907.178 eV

```
! RIJCOSX wB97M-V def2-TZVPD def2/J DEFGRID3
* xyz 0 1
Li 39.51 -53.10 27.41
C 39.56 -54.79 25.73
O 39.62 -53.35 25.51
H 40.25 -55.04 26.37
H 39.80 -55.13 24.81
H 38.59 -55.14 26.17
C 37.24 -51.73 27.48
O 38.46 -51.33 27.85
H 36.73 -51.20 26.84
H 36.51 -51.72 28.16
H 37.39 -52.60 27.01
H 38.27 -50.33 28.13
C 41.99 -53.06 24.00
O 40.53 -53.08 23.92
H 42.24 -52.51 24.89
H 42.26 -52.69 23.01
H 42.47 -53.96 24.06
H 40.11 -52.80 24.94
C 37.91 -50.30 24.06
O 39.14 -50.76 24.49
H 37.59 -49.94 23.02
H 37.88 -49.30 24.61
H 36.98 -50.99 24.40
H 39.17 -51.65 24.83
C 41.59 -56.21 27.04
O 42.99 -56.53 27.27
C 43.85 -55.55 26.87
C 45.32 -55.93 27.40
N 46.29 -55.09 26.63
C 47.63 -55.11 27.17
C 48.51 -54.25 26.46
O 49.74 -54.21 27.24
C 50.87 -53.61 26.56
H 41.20 -57.07 27.50
H 40.93 -56.08 25.87
H 41.24 -55.35 27.65
H 43.33 -54.74 27.28
H 43.63 -55.31 25.89
H 45.54 -56.75 27.04
H 45.46 -55.86 28.42
H 45.80 -54.30 26.44
H 48.10 -55.93 26.88
H 47.47 -54.82 28.25
H 48.13 -53.18 26.43
H 48.88 -54.62 25.61
H 50.77 -52.62 26.30
H 50.99 -54.23 25.65
H 51.72 -53.38 27.21
C 37.94 -54.46 29.88
O 39.01 -53.91 29.06
C 40.18 -53.86 29.93
C 41.48 -53.62 29.04
N 41.31 -52.39 28.40
C 42.25 -52.39 27.18
C 42.20 -51.10 26.44
O 43.33 -51.08 25.58
C 43.46 -49.87 24.82
H 38.14 -55.35 30.49
H 37.12 -54.71 29.14
H 37.43 -53.69 30.52
H 40.57 -54.77 30.46
H 40.15 -53.09 30.60
H 41.45 -54.39 28.65
H 42.42 -53.41 29.71
H 41.67 -51.57 28.99
H 41.89 -53.03 26.61
H 43.37 -52.55 27.41
H 42.26 -50.19 27.05
H 41.25 -51.14 25.88
H 44.13 -50.23 24.13
H 43.69 -49.11 25.41
H 42.62 -49.41 24.26
C 47.44 -57.78 32.43
O 46.66 -57.12 31.55
C 45.33 -57.54 31.27
C 44.52 -56.58 30.34
N 43.12 -57.12 30.39
C 42.21 -56.32 29.53
C 40.83 -56.83 29.70
O 40.05 -55.94 28.81
C 38.73 -56.51 28.52
H 48.11 -57.04 32.49
H 47.89 -58.82 32.13
H 47.02 -57.78 33.41
H 44.79 -57.57 32.15
H 45.27 -58.70 31.08
H 44.87 -56.68 29.37
H 44.41 -55.60 30.61
H 43.07 -57.90 29.68
H 42.72 -56.51 28.39
H 42.20 -55.41 30.12
H 40.59 -56.70 30.72
H 40.77 -57.84 29.32
H 38.37 -55.65 27.91
H 38.10 -56.57 29.39
H 38.83 -57.35 28.15
*
```